Below is 11 unconnected molecules or ions with the total composition C23H70N2O11, with properties calculated with ωB97M-V/def2-TZVPD.

charge: 0
LUMO level: 0.4 eV
relative energy (zero: lowest compared OMol25 entry of this formula, charge and spin): 1.235 eV
SMILES string: COC[C@H](C)N.COC[C@H](C)N.CC(C)O.CC(C)O.CC(C)O.CO.CO.CO.CO.CO.CO
orbital gap: 9.9 eV
F_max: 3.0 eV/A

Geometry (Å):
C 23.92294 -2.95362 -10.15414
O 23.49695 -2.62144 -8.84677
C 23.16732 -3.75474 -8.08535
C 21.82110 -4.42184 -8.52744
C 20.62137 -3.49190 -8.73563
N 21.43167 -5.42198 -7.51905
H 24.37089 -2.07972 -10.63515
H 23.01678 -3.16452 -10.72771
H 24.73372 -3.68369 -10.20900
H 23.91088 -4.55720 -8.10526
H 23.14273 -3.43962 -7.04021
H 22.02578 -4.97190 -9.44878
H 19.67491 -4.02373 -8.82339
H 20.72140 -2.90249 -9.65580
H 20.48863 -2.69962 -7.99298
H 20.54529 -5.89350 -7.64997
H 21.24916 -4.80057 -6.73389
C 19.73800 -6.53632 -0.81384
O 20.30826 -6.78618 -2.07259
C 19.98239 -5.72251 -2.96528
C 20.96657 -5.87422 -4.16141
C 20.80204 -7.27150 -4.81128
N 22.35631 -5.67161 -3.66234
H 18.65822 -6.71541 -0.74902
H 19.85817 -5.53150 -0.38994
H 20.19221 -7.16530 -0.04487
H 18.96612 -5.86129 -3.35498
H 20.09598 -4.76695 -2.44482
H 20.78772 -5.05770 -4.85982
H 20.02507 -7.30352 -5.57846
H 20.67387 -8.13892 -4.17070
H 21.70655 -7.42194 -5.40537
H 22.36312 -6.26035 -2.83092
H 22.30787 -4.72218 -3.29904
C 17.64731 -2.31225 -2.01925
C 17.71059 -1.71116 -3.40288
C 19.03300 -2.03047 -4.14044
O 16.75272 -2.42360 -4.28220
H 18.43686 -3.04367 -1.83629
H 16.71705 -2.86374 -1.87404
H 17.70179 -1.51008 -1.28642
H 17.41251 -0.66417 -3.45425
H 18.96202 -1.90787 -5.21856
H 19.30289 -3.07042 -3.93815
H 19.87481 -1.48260 -3.70284
H 17.11278 -2.36861 -5.16635
C 23.37268 -7.11796 -0.09333
C 23.96087 -8.33284 -0.85956
C 22.90699 -9.03816 -1.66682
O 25.01215 -7.91218 -1.71447
H 24.17283 -6.50609 0.32356
H 22.66659 -7.41014 0.68216
H 22.88248 -6.47670 -0.83160
H 24.31218 -9.05305 -0.11749
H 22.22326 -9.51141 -0.95589
H 23.32445 -9.78258 -2.34009
H 22.35764 -8.25348 -2.19333
H 24.80615 -7.14938 -2.26153
C 19.76590 -0.94329 0.89595
C 20.29307 -2.01713 1.88032
C 20.19419 -3.41085 1.24004
O 21.65556 -1.58677 2.11236
H 20.34737 -0.94871 -0.02902
H 19.78930 0.05337 1.32263
H 18.83098 -1.38138 0.53098
H 19.73128 -2.06877 2.81485
H 20.66398 -4.16017 1.87500
H 20.73740 -3.41781 0.29015
H 19.15031 -3.60618 0.99808
H 21.65487 -1.22908 3.00509
C 22.64713 -2.30571 -1.63905
O 22.76030 -3.55514 -0.96913
H 22.01209 -1.61925 -1.07546
H 23.64093 -1.84316 -1.65355
H 22.37717 -2.38737 -2.68895
H 23.05052 -3.41829 -0.06465
C 24.61456 -7.06714 -6.91563
O 23.43263 -7.50259 -7.62099
H 25.35010 -6.66566 -7.61747
H 24.36473 -6.27373 -6.21134
H 25.07646 -7.92408 -6.43077
H 22.76755 -6.83286 -7.35862
C 17.75589 -6.78320 -7.40306
O 18.12634 -5.58305 -6.72098
H 17.83622 -7.67525 -6.77659
H 16.78314 -6.62668 -7.86829
H 18.54621 -6.94530 -8.14169
H 17.54487 -5.54668 -5.95400
C 24.31467 -10.48841 -6.21095
O 22.97793 -10.00214 -6.21884
H 24.77292 -10.30179 -5.24040
H 24.37605 -11.55650 -6.44165
H 24.82386 -10.09713 -7.09669
H 23.00045 -9.12576 -6.63903
C 15.73602 -5.82054 -2.96680
O 16.52782 -5.71875 -4.15758
H 14.93009 -6.54649 -3.06399
H 16.41408 -6.19580 -2.19247
H 15.31799 -4.83488 -2.75622
H 16.90780 -4.83605 -4.07481
C 21.12293 -11.19638 -4.06129
O 20.07373 -11.93921 -4.65743
H 22.05325 -11.75201 -4.19637
H 21.23514 -10.17889 -4.42912
H 20.98281 -11.09644 -2.98435
H 20.23109 -12.05488 -5.59640

Forces on atoms 1 to 3 (eV/Å):
-0.2676 0.9911 -0.4515
0.7626 -0.2314 0.1204
-1.1230 -0.5870 0.1473